No. 1
The following is a quantum chemistry calculation of a structure of composition C33H80F6N8O6PV at a distorted geometry, from the Open Molecules 2025 dataset.

```
135
C33H80F6N8O6PV ωB97M-V/def2-TZVPD
O -2.81618 -3.11733 -12.84344
V -4.06419 -2.53333 -12.19503
P 0.47532 -1.75478 -12.69818
F 1.86191 -2.19201 -13.44193
F 0.65892 -3.12362 -11.80041
F 1.20165 -1.07903 -11.39018
F -0.90979 -1.54042 -11.96607
F 0.26396 -0.22685 -13.31195
F -0.38954 -2.65926 -13.74982
C 1.81189 1.20409 -15.60313
C 1.82858 2.76090 -15.84358
N 3.10228 3.52314 -15.62494
C 4.26028 3.08620 -16.36000
C 4.29370 3.50660 -17.83660
C 3.42767 3.83553 -14.25374
C 4.43171 5.00767 -14.02713
H 2.40341 1.02309 -14.70566
H 2.26742 0.64129 -16.41790
H 0.76932 0.90619 -15.49178
H 1.65191 2.86339 -16.91428
H 0.96197 3.23980 -15.38780
H 5.20515 3.32178 -15.87030
H 4.33004 1.99977 -16.30602
H 4.51082 4.56950 -17.94244
H 5.13301 2.95488 -18.26000
H 3.42148 3.19004 -18.40854
H 3.65010 3.01843 -13.56746
H 2.45403 4.18899 -13.91433
H 4.34348 5.89721 -14.65087
H 5.47724 4.70049 -14.05139
H 4.23070 5.33479 -13.00699
C 7.79975 -1.42794 -14.85887
C 7.63946 0.08016 -14.36569
N 6.69467 0.16658 -13.23292
C 6.95006 1.48801 -12.64316
C 8.32188 1.71794 -11.87629
C 5.28710 0.07710 -13.71845
C 4.22983 0.03421 -12.63232
H 8.18176 -2.07121 -14.06618
H 8.41255 -1.67058 -15.72704
H 6.77068 -1.70454 -15.08823
H 8.65735 0.38692 -14.12508
H 7.17768 0.60436 -15.20239
H 6.86906 2.25266 -13.41572
H 6.10231 1.90662 -12.10078
H 8.32239 2.68390 -11.37129
H 8.33362 0.98350 -11.07095
H 9.18229 1.72326 -12.54544
H 5.02644 -0.76466 -14.36001
H 4.98625 0.95675 -14.28748
H 4.23759 0.98552 -12.10030
H 4.31678 -0.88201 -12.04829
H 3.25048 -0.05047 -13.10329
C 2.06209 -0.77468 -20.39667
C 2.46402 -1.91847 -19.48466
N 3.32469 -1.48443 -18.39903
C 3.16505 -2.21558 -17.16119
C 1.71942 -2.54865 -16.70546
C 4.73005 -1.04196 -18.68135
C 5.56365 -2.26339 -19.24169
H 1.27601 -1.08993 -21.08281
H 2.92368 -0.30436 -20.87055
H 1.66315 0.10634 -19.89391
H 1.45436 -2.25017 -19.24246
H 2.87467 -2.80325 -19.97110
H 3.77225 -3.12069 -17.17468
H 3.62656 -1.69527 -16.32191
H 1.61389 -2.86692 -15.66832
H 0.89092 -1.86213 -16.87975
H 1.33230 -3.41952 -17.23445
H 5.32414 -0.69829 -17.83456
H 4.68579 -0.26597 -19.44553
H 5.39886 -3.18879 -18.68979
H 6.64248 -2.10939 -19.26422
H 5.37159 -2.37927 -20.30835
C -2.99806 0.26147 -14.22397
O -3.57852 -0.74393 -13.80240
N -3.59637 1.20087 -15.02190
C -4.84913 1.05324 -15.84740
C -2.81905 2.41922 -15.28261
H -1.97293 0.59508 -14.00035
H -5.56236 1.87564 -15.79197
H -5.41082 0.14846 -15.61507
H -4.50614 1.16536 -16.87594
H -2.04762 2.53928 -14.52196
H -2.32911 2.46729 -16.25511
H -3.42459 3.31402 -15.13857
C -3.30854 -0.15195 -10.11338
O -3.85877 -0.52181 -11.17170
N -4.00653 0.07522 -9.04998
C -3.39886 0.57969 -7.83105
C -5.49812 0.19825 -8.95563
H -2.21211 -0.12766 -10.01615
H -2.31233 0.49328 -7.84041
H -3.88576 0.20108 -6.93234
H -3.47291 1.66231 -7.72831
H -5.77093 1.12564 -8.45201
H -6.03612 0.33706 -9.89338
H -5.88720 -0.58216 -8.30166
C 1.80639 3.75662 -10.12923
O 1.85614 4.77870 -10.85138
N 1.52890 2.55267 -10.51317
C 1.63707 1.32956 -9.61888
C 1.11828 2.28543 -11.87461
H 2.20352 3.90264 -9.11279
H 2.10224 1.62445 -8.67826
H 2.19770 0.45037 -9.93642
H 0.58259 1.16040 -9.40081
H 0.11162 1.88749 -12.00253
H 1.29071 3.15801 -12.50466
H 1.74609 1.45684 -12.20233
C -1.31229 -3.45307 -9.84402
O -2.45699 -3.12792 -10.21326
N -1.02716 -4.64556 -9.34845
C 0.24816 -4.92445 -8.80687
C -2.06671 -5.66294 -9.25726
H -0.40945 -2.84797 -10.01989
H 0.66601 -5.84718 -9.20945
H 0.21651 -5.00585 -7.72037
H 1.00276 -4.19450 -9.09985
H -1.64510 -6.66570 -9.32660
H -2.49097 -5.48762 -8.26864
H -2.64329 -5.70333 -10.18140
C 0.03074 -8.19650 -14.11721
O -0.11640 -8.73417 -15.19713
N 0.04079 -6.82840 -13.91518
C -0.19939 -5.81939 -14.97067
C 0.28079 -6.21061 -12.55246
H 0.36376 -8.59644 -13.14698
H -0.22149 -6.22186 -15.98340
H 0.63318 -5.12082 -15.05396
H -1.11213 -5.25863 -14.76926
H 1.09179 -5.48235 -12.55328
H -0.49712 -5.50166 -12.26901
H 0.43932 -6.99126 -11.80844
```

**LUMO (spin up / spin down)**: -1.059 / -1.032 eV
**Total energy**: -4079.38759 Eh
**HOMO level (spin up / spin down)**: -7.4676 / -7.4676 eV
**2S+1**: 3
**<S²>**: 2.04
**Maximum force**: 4.498 eV Å⁻¹
**HOMO-LUMO gap (spin up / spin down)**: 0.2355 / 0.2365 Ha

***

No. 2
The following is a quantum chemistry calculation of a structure of composition C41H34Br3N3O4P2Ti at a distorted geometry, from the Open Molecules 2025 dataset.

```
88
C41H34Br3N3O4P2Ti ωB97M-V/def2-TZVPD
Ti 0.29198 -1.21811 -0.78498
C 0.52687 2.03467 2.91788
N -0.12807 1.14279 1.95165
P -0.74185 1.72853 0.46060
C 0.60895 2.66980 -0.33363
C 0.33945 3.66051 -1.27761
C 1.36659 4.24609 -2.00464
C 2.67863 3.84174 -1.80636
C 2.95816 2.84424 -0.88225
C 1.92924 2.26135 -0.16031
C -1.92232 3.00859 1.01335
C -3.22729 2.56269 1.23030
C -4.19648 3.41547 1.73630
C -3.87097 4.73290 2.02597
C -2.57690 5.18768 1.81508
C -1.60604 4.33289 1.31265
P 0.29033 -0.51497 1.76180
C -1.08924 -1.42648 2.53406
C -2.20829 -0.79493 3.05484
C -3.25499 -1.55118 3.57638
C -3.17788 -2.93391 3.58759
C -2.04672 -3.57304 3.08482
C -1.01086 -2.82245 2.55579
C 1.63082 -0.75348 2.95538
C 1.38746 -1.14148 4.27259
C 2.43326 -1.20511 5.18072
C 3.72319 -0.88063 4.78324
C 3.97243 -0.50161 3.47233
C 2.93096 -0.44804 2.55944
H -0.06000 2.95016 2.99409
H 1.54424 2.29584 2.62452
H 0.55591 1.56911 3.90105
H -0.68344 3.97207 -1.45903
H 1.13948 5.01695 -2.72972
H 3.47954 4.29362 -2.37596
H 3.97712 2.51249 -0.73265
H 2.16374 1.47129 0.54354
H -3.48712 1.53647 0.99409
H -5.20472 3.05559 1.89492
H -4.62359 5.40530 2.41598
H -2.31752 6.21184 2.04922
H -0.59797 4.70014 1.17470
H -2.25848 0.28753 3.05263
H -4.12614 -1.05523 3.98439
H -3.98791 -3.51887 4.00278
H -1.97412 -4.65239 3.11803
H -0.12043 -3.31641 2.17545
H 0.38436 -1.39004 4.59259
H 2.23962 -1.50696 6.20143
H 4.53708 -0.93271 5.49435
H 4.97899 -0.26022 3.15630
H 3.13732 -0.18750 1.52885
C -1.57574 -2.65643 -3.52977
C -0.17997 -3.16592 -3.33392
C 0.37960 -4.00237 -4.31996
C 1.62446 -4.53315 -4.15938
C 2.35742 -4.24076 -2.99254
C 3.64847 -4.74172 -2.68631
Br 4.51045 -5.93237 -3.87053
C 4.27477 -4.38175 -1.53412
C 3.65136 -3.49527 -0.62929
Br 4.55907 -3.03580 0.94902
C 2.41054 -2.97580 -0.87969
O 1.75534 -2.12981 -0.07414
C 1.75201 -3.37237 -2.06992
N 0.49637 -2.84684 -2.23999
H -2.28222 -3.26871 -2.96473
H -1.85721 -2.72161 -4.57888
H -1.68075 -1.62840 -3.19741
H -0.19875 -4.21874 -5.20711
H 2.05435 -5.17719 -4.91437
H 5.25454 -4.77141 -1.29855
Br -4.36134 0.29887 -1.93699
C -2.93253 1.21228 -2.81258
C -3.22690 2.33540 -3.56765
C -2.16512 2.96382 -4.20270
C -0.88617 2.45616 -4.04413
C -0.71935 1.33870 -3.24363
N -1.73002 0.71591 -2.63832
C 0.67588 0.79731 -3.03905
O 1.59056 1.20774 -3.69679
O 0.82966 -0.12728 -2.09523
H -4.24187 2.69304 -3.65494
H -2.34019 3.84301 -4.80811
H -0.01772 2.89363 -4.51444
O -1.66928 -1.84949 -0.51196
H -2.12280 -2.69835 -0.42886
H -2.34332 -1.14694 -0.46747
```

**ΔE to the lowest compared entry with this formula, charge and spin**: 2.42 kJ/mol
**LUMO (spin up / spin down)**: -2.882 / -2.844 eV
**Total energy**: -11302.25052 Eh
**HOMO level (spin up / spin down)**: -10.5178 / -10.5473 eV
**Charge**: +1
**2S+1**: 2
**<S²>**: 0.75
**Maximum force**: 1.876 eV Å⁻¹
**HOMO-LUMO gap (spin up / spin down)**: 0.2806 / 0.2831 Ha